DFT (ωB97M-V/def2-TZVPD) results for a 3-piece molecular cluster, C20H44Br2F2P overall.

The geometry in ORCA input format:
```
! wB97M-V def2-TZVPD RIJCOSX def2/J DEFGRID3
* xyz -1 1
C 1.302 1.140 -2.554
C 2.361 1.802 -3.563
Br 3.990 0.735 -3.837
C 2.130 3.049 -4.204
Br 0.315 3.766 -3.700
P 3.361 3.919 -5.414
C 3.009 2.568 -6.727
C 3.372 3.000 -8.239
C 3.068 1.685 -9.139
F 4.759 3.284 -8.420
C 2.021 5.131 -6.113
C 2.705 6.220 -7.094
F 0.967 4.480 -6.856
H 1.013 1.859 -1.723
H 0.415 0.754 -3.145
H 1.791 0.252 -2.025
H 3.574 4.931 -4.363
H 4.520 3.248 -4.883
H 4.295 4.601 -6.319
H 1.956 2.125 -6.664
H 3.700 1.667 -6.551
H 2.672 3.795 -8.632
H 2.405 0.977 -8.539
H 2.439 1.975 -10.053
H 4.026 1.197 -9.484
H 1.628 5.806 -5.272
H 1.964 6.994 -7.464
H 3.331 5.762 -7.909
H 3.432 6.788 -6.414
C -0.858 0.001 0.327
C 0.388 0.293 1.151
C 1.173 -0.967 1.519
C 0.417 -1.969 2.396
C -0.091 -1.411 3.727
C 1.028 -0.940 4.645
H -1.569 -0.622 0.874
H -1.369 0.932 0.070
H -0.598 -0.510 -0.604
H 0.114 0.852 2.050
H 1.043 0.950 0.570
H 2.101 -0.669 2.020
H 1.481 -1.475 0.599
H 1.077 -2.821 2.597
H -0.432 -2.376 1.837
H -0.660 -2.196 4.238
H -0.793 -0.590 3.552
H 1.714 -1.761 4.873
H 0.614 -0.573 5.588
H 1.602 -0.126 4.198
C -3.287 -5.405 8.154
C -3.806 -3.981 8.009
C -5.081 -3.889 7.168
C -4.933 -4.344 5.713
C -3.867 -3.599 4.907
C -4.155 -2.111 4.765
H -3.018 -5.839 7.190
H -2.391 -5.421 8.781
H -4.038 -6.047 8.623
H -3.022 -3.344 7.589
H -4.021 -3.585 9.006
H -5.444 -2.856 7.193
H -5.863 -4.492 7.642
H -5.902 -4.228 5.214
H -4.710 -5.416 5.686
H -3.814 -4.044 3.908
H -2.880 -3.742 5.357
H -5.116 -1.948 4.270
H -3.378 -1.633 4.163
H -4.177 -1.609 5.735
*
```

LUMO level = 2.024 eV
Gap between HOMO and LUMO = 6.08 eV

=====

DFT (ωB97M-V/def2-TZVPD) results for C18H31N2O3 as an isolated structure.

The geometry in ORCA input format:
```
! wB97M-V def2-TZVPD RIJCOSX def2/J DEFGRID3
* xyz 1 1
C 3.102 0.844 -4.644
C 3.607 -0.580 -4.763
H 2.847 -1.416 -4.638
H 4.155 -0.692 -5.814
C 4.641 -0.906 -3.923
C 4.202 -0.834 -2.455
C 3.558 -1.839 -2.036
C 2.800 -2.176 -0.755
C 2.931 -1.064 0.087
C 3.583 0.186 -0.302
C 4.368 0.077 -1.386
H 4.874 0.899 -1.834
H 3.579 1.009 0.218
O 2.372 -0.861 1.479
C 1.525 -1.994 1.858
C 0.193 -1.607 1.567
O -0.241 -1.636 0.108
H 0.673 -1.483 -0.336
H -0.570 -2.600 2.163
C -0.287 -0.262 2.158
N -1.624 -0.048 1.322
C -1.596 1.536 1.237
C -2.952 1.693 0.367
N -4.082 1.233 0.851
C -4.100 -0.544 1.155
C -2.904 -0.512 2.083
H -2.783 -1.481 2.050
H -2.948 -0.106 3.119
H -4.850 -0.538 1.567
H -3.917 -0.731 0.194
C -5.099 1.834 1.681
H -6.157 1.449 1.397
C -4.827 1.971 3.178
H -5.640 2.609 3.483
O -3.533 2.503 3.380
H -3.522 3.366 3.641
H -4.969 0.823 3.498
H -4.959 3.155 1.325
H -3.122 2.765 0.136
H -2.640 1.236 -0.642
H -0.921 2.084 0.736
H -1.713 2.083 2.213
H -1.434 -0.414 0.388
H -0.530 -0.243 3.045
H 0.475 0.288 1.817
H 1.541 -1.776 3.032
H 1.839 -2.768 1.566
H 2.169 -2.826 -0.466
H 3.343 -3.016 -2.548
H 5.421 -1.864 -3.936
H 5.523 -0.161 -3.748
H 3.837 1.479 -4.748
H 2.200 0.850 -5.388
H 2.562 1.007 -3.738
*
```

LUMO level = -2.167 eV
Gap between HOMO and LUMO = 9.01 eV

=====

DFT (ωB97M-V/def2-TZVPD) results for C26H41GeN13RuS4Si3 as an isolated structure.

The geometry in ORCA input format:
```
! wB97M-V def2-TZVPD RIJCOSX def2/J DEFGRID3
* xyz 1 6
Ru 0.293 -0.114 0.387
N -2.646 -2.181 0.750
C -2.184 -1.488 1.840
N -2.626 -1.658 3.074
N -1.893 -0.843 3.822
N -1.058 -0.196 3.085
N -1.207 -0.568 1.800
C -1.959 -2.170 -0.416
N -2.195 -2.926 -1.485
N -1.291 -2.571 -2.387
N -0.537 -1.641 -1.911
N -0.918 -1.362 -0.654
H -3.354 -2.882 0.903
S 6.210 -4.877 3.034
C 4.970 -4.216 2.177
S 3.971 -3.001 2.938
C 3.055 -2.858 1.448
N 3.480 -3.666 0.509
N 4.518 -4.421 0.882
C 5.003 -5.310 -0.137
C 4.424 -5.178 -1.405
C 4.847 -5.975 -2.449
C 5.849 -6.914 -2.253
C 6.405 -7.063 -0.992
C 5.987 -6.277 0.068
S 1.715 -1.836 1.386
H 3.643 -4.450 -1.548
H 4.389 -5.866 -3.423
H 6.188 -7.534 -3.071
H 7.172 -7.806 -0.819
H 6.423 -6.436 1.033
C 0.380 1.906 -4.971
Si -0.702 1.093 -3.653
C -1.750 2.356 -2.709
C -1.773 -0.228 -4.454
Ge 0.909 0.186 -1.936
Si 2.727 2.323 -2.042
C 3.930 2.007 -0.618
C 1.532 3.750 -1.725
C 3.709 2.542 -3.638
Si 2.606 -1.410 -2.920
C 1.953 -3.173 -2.935
C 2.946 -0.853 -4.688
C 4.108 -1.130 -1.801
H -0.243 2.257 -5.798
H 1.105 1.202 -5.379
H 0.919 2.767 -4.573
H -2.719 2.490 -3.194
H -1.262 3.330 -2.668
H -1.930 2.022 -1.686
H -2.200 0.161 -5.381
H -2.598 -0.522 -3.803
H -1.208 -1.129 -4.689
H 3.603 1.183 0.014
H 3.994 2.898 0.012
H 4.929 1.774 -0.993
H 0.702 3.434 -1.093
H 1.127 4.152 -2.654
H 2.060 4.557 -1.208
H 4.403 1.718 -3.805
H 4.299 3.459 -3.554
H 3.077 2.638 -4.521
H 0.961 -3.212 -3.381
H 1.880 -3.580 -1.924
H 2.615 -3.814 -3.525
H 2.082 -1.057 -5.323
H 3.791 -1.420 -5.091
H 3.189 0.206 -4.759
H 3.784 -1.000 -0.768
H 4.660 -0.237 -2.101
H 4.800 -1.976 -1.829
N 1.510 1.097 3.688
C 1.761 2.032 2.792
S 1.072 1.969 1.208
N 2.634 2.991 3.139
C 3.128 4.161 2.498
C 4.313 4.681 3.014
C 4.860 5.835 2.483
C 4.230 6.487 1.434
C 3.036 5.986 0.942
C 2.476 4.831 1.468
H 0.592 0.595 3.629
H 1.886 1.182 4.622
H 3.030 2.863 4.059
H 4.808 4.177 3.837
H 5.777 6.231 2.897
H 4.660 7.383 1.010
H 2.511 6.512 0.154
H 1.531 4.475 1.098
*
```

LUMO level (alpha / beta) = -3.044 / -6.321 eV
Gap between HOMO and LUMO (alpha / beta) = 7.08 / 4.37 eV

=====

DFT (ωB97M-V/def2-TZVPD) results for C46H50BN10O3OsTe as an isolated structure.

The geometry in ORCA input format:
```
! wB97M-V def2-TZVPD RIJCOSX def2/J DEFGRID3
* xyz 3 1
Os 1.021 0.041 1.359
C -1.181 1.050 4.775
C -0.702 1.288 3.494
N 0.115 0.289 3.137
N 0.174 -0.579 4.163
C -0.604 -0.147 5.161
B 1.025 -1.838 3.954
N 2.446 -1.430 3.423
C 3.632 -1.848 3.851
C 4.610 -1.441 2.939
C 3.922 -0.781 1.950
N 2.604 -0.770 2.246
N 0.354 -2.561 2.738
C -0.268 -3.732 2.647
C -0.554 -3.992 1.316
C -0.062 -2.899 0.637
N 0.471 -2.000 1.496
N 1.187 -2.655 5.180
C 1.439 -3.988 5.348
C 1.742 -4.192 6.667
C 1.668 -2.909 7.246
N 1.348 -1.991 6.362
H -1.825 1.679 5.360
H -0.874 2.125 2.839
H -0.671 -0.699 6.082
H 3.722 -2.405 4.769
H 5.668 -1.616 3.003
H 4.284 -0.313 1.050
H -0.468 -4.316 3.527
H -1.008 -4.876 0.907
H -0.042 -2.739 -0.422
H 1.425 -4.684 4.529
H 1.990 -5.121 7.147
H 1.842 -2.626 8.270
C 3.441 3.095 0.285
C 2.561 1.905 0.415
O 2.091 1.633 1.617
N 2.175 1.048 -0.496
Te 1.966 1.919 -2.343
C 3.526 1.777 -3.730
C 3.856 3.080 -4.169
C 3.494 4.370 -3.467
C 4.608 3.192 -5.333
C 5.043 2.083 -6.046
C 5.826 2.229 -7.312
C 4.763 0.820 -5.527
C 4.024 0.633 -4.374
C 3.849 -0.766 -3.864
C 0.386 0.786 -3.098
C 0.210 -0.562 -2.842
C 1.167 -1.362 -2.024
C -0.938 -1.178 -3.334
C -1.899 -0.475 -4.049
C -3.120 -1.153 -4.591
C -1.683 0.884 -4.279
C -0.549 1.537 -3.823
C -0.363 2.996 -4.150
H 3.913 3.301 1.245
H 2.845 3.974 0.023
H 4.208 2.938 -0.472
H 3.683 4.330 -2.393
H 2.454 4.666 -3.623
H 4.111 5.172 -3.865
H 4.872 4.182 -5.681
H 5.993 3.273 -7.564
H 5.296 1.754 -8.139
H 6.792 1.732 -7.223
H 5.150 -0.054 -6.036
H 4.621 -1.407 -4.284
H 2.885 -1.182 -4.165
H 3.944 -0.813 -2.780
H 2.167 -0.942 -1.985
H 1.244 -2.386 -2.392
H 0.819 -1.380 -0.995
H -1.069 -2.241 -3.171
H -3.230 -2.160 -4.196
H -3.062 -1.227 -5.678
H -4.019 -0.582 -4.359
H -2.412 1.447 -4.847
H -1.194 3.356 -4.751
H 0.548 3.168 -4.731
H -0.315 3.620 -3.252
C -4.798 1.085 3.998
O -4.425 0.183 2.952
C -5.332 -0.742 2.563
C -6.639 -0.824 3.040
C -7.467 -1.857 2.632
C -7.015 -2.836 1.754
C -5.725 -2.760 1.272
C -4.900 -1.704 1.646
N -3.550 -1.743 1.173
C -2.689 -0.832 0.814
C -2.866 0.535 0.461
C -4.125 1.113 0.189
C -4.233 2.411 -0.231
C -3.079 3.177 -0.385
C -1.830 2.627 -0.155
C -1.708 1.308 0.264
O -0.449 0.857 0.438
H -3.912 1.682 4.194
H -5.082 0.534 4.895
H -5.615 1.732 3.678
H -7.008 -0.091 3.740
H -8.474 -1.906 3.021
H -7.663 -3.645 1.452
H -5.355 -3.507 0.580
H -3.175 -2.686 1.167
H -1.689 -1.224 0.696
H -5.017 0.510 0.275
H -5.203 2.836 -0.439
H -3.159 4.208 -0.701
H -0.926 3.207 -0.286
*
```

LUMO level (alpha / beta) = -9.796 / -9.786 eV
Gap between HOMO and LUMO (alpha / beta) = 5.50 / 5.51 eV

=====

DFT (ωB97M-V/def2-TZVPD) results for CH2BrClN2O as an isolated structure.

The geometry in ORCA input format:
```
! wB97M-V def2-TZVPD RIJCOSX def2/J DEFGRID3
* xyz 0 1
C -0.035 -1.655 0.508
N -0.893 -0.966 0.974
N 0.426 0.731 -1.467
O 0.958 -2.117 0.167
Cl 1.467 1.107 -0.245
Br -0.845 2.070 -1.742
H 0.623 1.226 0.947
H -1.702 -0.397 0.858
*
```

LUMO level = -0.295 eV
Gap between HOMO and LUMO = 8.42 eV

=====

DFT (ωB97M-V/def2-TZVPD) results for a 9-piece molecular cluster, C36H80BrN5O12Si overall.

The geometry in ORCA input format:
```
! wB97M-V def2-TZVPD RIJCOSX def2/J DEFGRID3
* xyz 0 1
C 7.481 -1.181 1.300
C 6.078 -0.655 1.325
O 5.827 0.493 1.570
N 5.056 -1.625 1.052
C 4.585 -2.317 2.227
C 4.301 -1.474 -0.204
C 3.968 -2.934 -0.627
C 3.699 -3.378 -2.094
N 3.945 -2.335 -3.064
N 2.308 -3.759 -2.259
N 4.548 -4.602 -2.258
O 5.355 -1.039 -1.075
C 5.055 0.094 -1.751
O 5.750 0.444 -2.659
C 3.831 0.753 -1.194
C 4.222 2.130 -0.637
N 4.622 3.072 -1.695
C 3.158 -0.323 -0.280
C 2.716 0.229 1.093
C 1.379 -0.255 1.681
C 1.162 -1.738 1.981
C -0.316 -2.097 2.225
C -0.796 -3.336 1.454
C -1.554 -3.005 0.170
C -2.864 -2.234 0.403
C -3.174 -1.152 -0.658
Si -3.670 0.534 0.015
C -5.481 0.496 0.448
C -2.702 0.914 1.582
C -3.187 1.850 -1.244
C -3.322 1.711 -2.622
C -2.896 2.701 -3.491
C -2.318 3.857 -3.004
C -2.177 4.022 -1.632
C -2.608 3.029 -0.773
C 1.956 -0.826 -1.085
C 0.781 0.054 -1.416
O -0.190 -0.366 -1.948
Br 0.824 1.986 -1.074
H 8.033 -0.733 2.125
H 7.954 -0.903 0.363
H 7.493 -2.259 1.432
H 4.193 -1.652 3.000
H 5.407 -2.879 2.681
H 3.812 -3.030 1.975
H 4.834 -3.492 -0.289
H 3.136 -3.310 -0.033
H 4.914 -2.071 -3.151
H 3.547 -2.565 -3.963
H 2.134 -4.083 -3.202
H 2.084 -4.508 -1.616
H 5.473 -4.330 -2.577
H 4.151 -5.149 -3.015
H 3.223 0.973 -2.074
H 5.042 2.031 0.071
H 3.387 2.554 -0.088
H 4.594 2.638 -2.608
H 3.962 3.838 -1.733
H 2.609 1.303 1.001
H 3.504 0.100 1.825
H 0.547 0.102 1.071
H 1.263 0.270 2.634
H 1.536 -2.365 1.176
H 1.714 -1.989 2.882
H -0.940 -1.248 1.950
H -0.474 -2.261 3.290
H 0.074 -3.947 1.192
H -1.420 -3.972 2.083
H -0.900 -2.460 -0.515
H -1.797 -3.949 -0.324
H -3.680 -2.957 0.391
H -2.870 -1.823 1.413
H -3.974 -1.520 -1.299
H -2.307 -1.011 -1.304
H -5.751 1.316 1.114
H -5.633 -0.433 1.000
H -6.142 0.467 -0.415
H -1.638 0.915 1.335
H -2.894 0.190 2.370
H -2.956 1.910 1.942
H -3.773 0.828 -3.053
H -3.005 2.566 -4.555
H -1.977 4.621 -3.689
H -1.730 4.922 -1.231
H -2.457 3.202 0.280
H 2.318 -1.106 -2.071
H 1.499 -1.721 -0.682
C -5.502 -1.658 -3.577
O -5.949 -0.365 -3.174
H -4.430 -1.695 -3.404
H -5.979 -2.450 -2.993
H -5.689 -1.834 -4.640
H -6.893 -0.323 -3.346
C 1.686 5.499 -2.982
O 3.009 5.304 -2.488
H 1.046 4.791 -2.462
H 1.333 6.512 -2.774
H 1.624 5.302 -4.055
H 3.598 5.918 -2.932
C -6.082 -2.974 2.561
O -6.452 -2.752 1.202
H -5.004 -2.848 2.619
H -6.546 -2.243 3.223
H -6.341 -3.984 2.892
H -7.404 -2.850 1.120
C -5.013 -0.317 5.765
O -4.938 -0.458 4.348
H -4.560 -1.207 6.198
H -4.462 0.562 6.108
H -6.047 -0.237 6.100
H -5.334 0.326 3.956
C -4.286 3.638 -7.252
O -2.949 3.504 -6.784
H -4.877 2.884 -6.739
H -4.700 4.623 -7.019
H -4.357 3.467 -8.330
H -2.410 4.166 -7.224
C 9.963 -3.414 -0.450
O 10.812 -3.073 0.639
H 9.124 -3.969 -0.037
H 9.579 -2.522 -0.953
H 10.476 -4.044 -1.182
H 11.559 -2.578 0.294
C -0.660 5.406 2.391
O -1.404 4.203 2.239
H -1.377 6.223 2.404
H -0.096 5.418 3.327
H 0.034 5.560 1.559
H -0.784 3.468 2.222
C -7.411 1.943 8.136
O -7.375 1.838 6.717
H -6.955 1.039 8.531
H -6.842 2.805 8.493
H -8.435 2.010 8.512
H -7.774 2.630 6.347
*
```

SMILES = CC(=O)N(C)[C@]1(CC(N)(N)N)OC(=O)[C@H](CN)[C@@]1(CCCCCCCC[Si](C)(C)c1ccccc1)CC(=O)Br.CO.CO.CO.CO.CO.CO.CO.CO
LUMO level = 0.597 eV
Gap between HOMO and LUMO = 8.95 eV

=====

no.,maximum force (eV/Å)
1,4.84
2,17.13
3,1.97
4,0.86
5,2.86
6,0.78